[1]
14
Properties=species:S:1:pos:R:3 method="wB97M-V/def2-TZVPD" homo_ha=-0.587 total_charge=+1 homo_lumo_gap_ha=0.469 relative_energy_kj_mol=29.1 lumo_ev=-3.2228
H 0.01388 2.38859 1.62984
O 0.25544 2.66085 0.73894
H -0.20528 -0.29041 -1.12043
H 1.20817 -1.42758 2.13933
H 0.82918 -1.57148 -2.59229
H -0.59450 -1.55989 -3.23869
H 0.64810 3.53231 0.86111
H -1.56598 0.20693 -0.25293
H -0.12205 -2.12207 2.54615
O 0.07358 -1.00556 -2.77916
H -0.16799 -0.48698 0.54009
O 0.26676 -1.48083 1.94499
H -0.09399 1.04251 -0.19675
N -0.54531 0.11362 -0.22020

***

[2]
20
Properties=species:S:1:pos:R:3 method="wB97M-V/def2-TZVPD" homo_ha=-0.431 total_charge=+1 homo_lumo_gap_ha=0.281 relative_energy_kj_mol=16.9 lumo_ev=-4.0777
O 1.42680 -1.66109 -0.41097
O -0.81624 -0.58684 -1.66186
H 2.06532 1.09766 1.51686
H 1.12381 -2.56070 -0.58528
O -2.71585 2.16251 -0.61502
O 1.48121 1.04870 -1.25402
Zn 0.24653 -0.05463 -0.00241
O -1.02255 -1.28593 1.09662
N -2.10244 1.85191 0.42402
H -0.85208 -1.74616 1.92676
H 2.23199 0.48196 -1.47334
H -1.44607 -1.31598 -1.69110
H 2.35925 -1.75592 -0.17706
H 1.19216 0.43358 2.58287
H -0.86447 -0.18351 -2.53781
O -2.70291 1.62718 1.47687
O 1.38805 0.42087 1.63788
H -1.92715 -1.52882 0.86217
H 1.77995 1.94343 -1.46171
O -0.84529 1.61177 0.34651

***

[3]
26
Properties=species:S:1:pos:R:3 method="wB97M-V/def2-TZVPD" s_squared=0.75 homo_ha="-0.909 / -0.907" total_charge=+5 multiplicity=2 homo_lumo_gap_ha="0.263 / 0.119" relative_energy_kj_mol=30.3 lumo_ev="-17.5740 / -21.4460"
O 0.24132 -1.64129 1.11058
H -0.79271 1.68888 2.15445
H 0.63636 -2.05359 -2.58162
Na -3.44508 0.36100 1.56822
O -1.59512 -1.29917 -0.26391
H 2.36177 -0.23214 0.10619
O 2.42139 1.75753 -1.00271
H -1.88098 2.78474 -1.61069
H 0.78269 -0.69549 -1.92890
S -0.53700 -0.62638 0.53946
H 1.59291 1.34635 -0.75618
O -1.13250 2.22580 -1.81947
H -0.82794 2.57628 3.38049
H 3.65808 -0.81738 -0.41243
O 0.63015 -1.11616 -2.77507
O -0.78521 2.60709 2.42474
Na -0.76955 -1.05818 3.55953
Na 2.26847 -2.66319 1.85838
O 2.84740 -1.05419 0.03807
H 2.27215 2.08513 -1.88964
O -1.16814 0.16439 1.59251
Na -3.65609 -2.48489 -0.82927
O 0.30945 0.28042 -0.23736
Na -1.81596 -0.32857 -2.48233
Na -0.82962 -3.76727 1.22451
H -0.78617 1.96037 -0.96751

***

[4]
28
Properties=species:S:1:pos:R:3 method="wB97M-V/def2-TZVPD" s_squared=0.76 homo_ha="-0.075 / -0.074" total_charge=-2 multiplicity=2 homo_lumo_gap_ha="0.239 / 0.184" lumo_ev="4.4553 / 2.9890"
V 0.11946 0.68449 -0.33526
O -0.62303 0.89753 1.06529
H 0.76966 2.50004 3.37292
O -0.25550 -3.56822 -0.90293
O 3.60502 -0.80692 -1.12101
O 0.38376 -1.39923 -0.19097
O 0.13656 2.93634 -0.73458
O -1.72837 -2.75299 -3.47477
O 2.21993 0.79302 0.08509
S 0.83606 -2.59496 -0.80078
O -0.96522 0.61604 -1.64022
H -2.79908 2.15424 2.55255
H 0.26554 3.19874 -1.64603
H -1.67248 -3.30598 -2.69547
H -0.23939 3.70923 -0.31323
O 1.86086 0.42470 -2.11603
H -2.93752 0.65022 2.44935
O -0.06022 2.95780 3.23880
H -1.46994 -1.88294 -3.17070
H -0.78748 -1.65931 1.23384
H -1.33591 -2.22901 2.52479
H -0.59120 2.34718 2.72748
O 3.81016 1.61246 -1.50165
S 2.94820 0.48993 -1.16759
O 1.93898 -3.14653 -0.06214
O 1.28550 -2.23815 -2.13411
O -3.11329 1.38828 3.03297
O -1.60111 -1.77599 1.72437

***

[5]
15
Properties=species:S:1:pos:R:3 method="wB97M-V/def2-TZVPD" homo_ha=-0.417 total_charge=0 homo_lumo_gap_ha=0.428 relative_energy_kj_mol=139.0 smiles=O.O.O.O.O lumo_ev=0.2878
H -4.63935 -1.33745 -2.09500
O -4.36881 -0.79028 -1.35769
O 3.79281 -1.10279 3.27907
O 0.55141 -0.53462 -0.60967
O 0.17891 2.27727 5.26793
H 4.74633 -1.13553 3.20187
H -4.44781 0.10658 -1.68272
H 0.00598 -0.12911 -6.41417
H 0.77264 1.62010 4.90481
H 0.60765 -0.61448 -1.56187
H -0.36680 -0.71434 -0.40759
H -0.66390 0.72001 -5.35487
O 0.18665 0.54244 -5.75644
H 3.48257 -1.00025 2.37937
H 0.16173 2.09244 6.20696

***

[6]
15
Properties=species:S:1:pos:R:3 method="wB97M-V/def2-TZVPD" homo_ha=-0.382 total_charge=0 homo_lumo_gap_ha=0.392 relative_energy_kj_mol=130.7 smiles=O.O.O.O.O lumo_ev=0.2736
H -1.65473 2.08353 0.62287
H 0.25427 0.83353 0.27487
O 1.90827 1.52753 -1.51413
H 0.27627 -1.45447 -1.01313
O -0.41373 0.87753 0.93187
H -0.52273 0.05353 1.32787
H 1.25927 -0.38347 -1.28413
H 1.91127 1.20853 -2.40513
H -1.28573 -2.45147 2.16487
O 1.14627 -1.13047 -0.69513
H -0.27973 -3.58147 1.98387
O -2.26473 2.42153 -0.04913
H 2.78627 1.37453 -1.19613
H -2.22673 1.67353 -0.69113
O -0.89373 -3.05247 1.54187

***

Repeat the third record exactly.
26
Properties=species:S:1:pos:R:3 method="wB97M-V/def2-TZVPD" s_squared=0.75 homo_ha="-0.909 / -0.907" total_charge=+5 multiplicity=2 homo_lumo_gap_ha="0.263 / 0.119" relative_energy_kj_mol=30.3 lumo_ev="-17.5740 / -21.4460"
O 0.24132 -1.64129 1.11058
H -0.79271 1.68888 2.15445
H 0.63636 -2.05359 -2.58162
Na -3.44508 0.36100 1.56822
O -1.59512 -1.29917 -0.26391
H 2.36177 -0.23214 0.10619
O 2.42139 1.75753 -1.00271
H -1.88098 2.78474 -1.61069
H 0.78269 -0.69549 -1.92890
S -0.53700 -0.62638 0.53946
H 1.59291 1.34635 -0.75618
O -1.13250 2.22580 -1.81947
H -0.82794 2.57628 3.38049
H 3.65808 -0.81738 -0.41243
O 0.63015 -1.11616 -2.77507
O -0.78521 2.60709 2.42474
Na -0.76955 -1.05818 3.55953
Na 2.26847 -2.66319 1.85838
O 2.84740 -1.05419 0.03807
H 2.27215 2.08513 -1.88964
O -1.16814 0.16439 1.59251
Na -3.65609 -2.48489 -0.82927
O 0.30945 0.28042 -0.23736
Na -1.81596 -0.32857 -2.48233
Na -0.82962 -3.76727 1.22451
H -0.78617 1.96037 -0.96751